Entry 1:
DFT (the ωB97M-V functional and the def2-TZVPD basis) results for 6 unconnected molecules or ions with the total composition C37H81ClN4O3.

```
! RIJCOSX wB97M-V def2-TZVPD def2/J DEFGRID3
* xyz 2 1
C 11.365 -27.767 -12.232
C 10.241 -28.795 -12.315
C 8.988 -28.488 -11.456
N 8.755 -29.422 -10.302
C 7.398 -29.110 -9.750
C 7.362 -27.765 -9.014
C 8.519 -27.563 -8.062
C 9.880 -27.963 -8.588
C 9.866 -29.310 -9.288
C 8.737 -30.829 -10.721
H 12.215 -28.168 -12.782
H 11.676 -27.515 -11.220
H 11.055 -26.869 -12.765
H 10.609 -29.818 -12.229
H 9.862 -28.860 -13.341
H 8.145 -28.682 -12.118
H 9.012 -27.434 -11.208
H 6.620 -29.037 -10.505
H 7.149 -29.905 -9.041
H 7.316 -26.977 -9.783
H 6.377 -27.620 -8.568
H 8.571 -26.515 -7.741
H 8.236 -28.012 -7.099
H 10.362 -27.196 -9.200
H 10.551 -27.976 -7.723
H 10.769 -29.379 -9.896
H 9.829 -30.130 -8.573
H 8.481 -31.447 -9.868
H 9.663 -31.226 -11.134
H 8.065 -30.879 -11.578
C 8.724 -36.608 -8.031
C 7.797 -35.536 -8.586
C 6.989 -36.042 -9.760
N 5.897 -35.102 -10.175
C 6.438 -33.801 -10.695
C 7.396 -34.055 -11.836
C 6.694 -34.711 -13.017
C 5.924 -35.949 -12.535
C 5.090 -35.722 -11.306
C 4.997 -34.764 -9.069
H 9.505 -36.802 -8.785
H 8.317 -37.587 -7.788
H 9.333 -36.215 -7.214
H 8.441 -34.727 -8.939
H 7.146 -35.122 -7.821
H 6.353 -36.882 -9.447
H 7.632 -36.424 -10.543
H 6.892 -33.259 -9.872
H 5.626 -33.243 -11.155
H 8.237 -34.685 -11.522
H 7.880 -33.159 -12.234
H 7.399 -35.082 -13.759
H 5.939 -34.099 -13.515
H 6.608 -36.799 -12.429
H 5.292 -36.320 -13.346
H 4.522 -36.539 -10.871
H 4.391 -34.910 -11.517
H 4.119 -34.261 -9.476
H 5.497 -33.986 -8.508
H 4.632 -35.635 -8.531
C 8.622 -34.606 -3.040
C 9.176 -33.641 -4.113
C 10.661 -33.612 -4.020
N 11.256 -32.731 -5.083
C 10.702 -31.355 -5.000
C 11.447 -30.412 -5.937
C 12.868 -30.269 -5.416
C 13.553 -31.610 -5.512
C 12.752 -32.740 -4.828
C 11.128 -33.351 -6.422
H 8.910 -34.215 -2.064
H 9.111 -35.580 -3.128
H 7.549 -34.727 -3.134
H 8.837 -32.672 -3.732
H 8.737 -33.745 -5.099
H 11.216 -34.548 -4.126
H 10.994 -33.226 -3.055
H 10.694 -30.943 -3.998
H 9.709 -31.413 -5.457
H 11.011 -29.412 -5.872
H 11.419 -30.734 -6.975
H 12.885 -29.867 -4.402
H 13.430 -29.580 -6.051
H 14.545 -31.618 -5.058
H 13.748 -31.943 -6.537
H 12.895 -32.486 -3.774
H 13.196 -33.710 -5.012
H 11.492 -32.665 -7.172
H 10.094 -33.576 -6.695
H 11.644 -34.303 -6.355
C 5.513 -31.386 -4.225
C 4.439 -30.420 -3.656
C 3.437 -29.724 -4.534
N 3.903 -28.354 -5.021
C 3.967 -27.460 -3.840
C 2.637 -27.126 -3.220
C 1.546 -26.730 -4.208
C 1.582 -27.539 -5.488
C 2.941 -27.841 -6.049
C 5.232 -28.413 -5.665
H 5.088 -32.388 -4.240
H 6.390 -31.498 -3.579
H 5.931 -31.096 -5.186
H 4.834 -29.752 -2.892
H 3.829 -31.118 -3.069
H 2.483 -29.500 -4.075
H 3.223 -30.309 -5.430
H 4.746 -27.800 -3.157
H 4.497 -26.538 -4.129
H 2.289 -27.999 -2.661
H 2.763 -26.327 -2.491
H 0.586 -26.772 -3.703
H 1.713 -25.683 -4.483
H 0.917 -28.410 -5.392
H 0.967 -27.043 -6.248
H 2.911 -28.535 -6.889
H 3.402 -26.890 -6.331
H 5.065 -28.913 -6.619
H 5.960 -28.928 -5.050
H 5.588 -27.394 -5.820
Cl 7.770 -32.341 -7.232
O 4.732 -31.301 -7.572
C 4.308 -30.944 -8.880
O 4.474 -31.846 -9.762
O 3.876 -29.776 -9.063
H 5.423 -31.936 -7.818
*
```

Computed properties:
Energy above the lowest of the compared OMol25 structures with the same formula, charge and spin = 15.6 kJ/mol
F_max = 0.0509 Eh/bohr
E = -64295.33594 eV
HOMO-LUMO gap = 7.91 eV

Mulliken population analysis, charges in e, atoms 1 to 4: C -1.307; C -0.709; C -0.368; N 0.872



Entry 2:
DFT (the ωB97M-V functional and the def2-TZVPD basis) results for CH4N2O2S in the gas phase.

```
! RIJCOSX wB97M-V def2-TZVPD def2/J DEFGRID3
* xyz 0 1
C -0.462 0.101 0.052
H -2.607 0.881 -0.327
H -1.541 -1.124 -0.923
H 0.587 -1.426 0.626
H 2.490 0.482 1.162
N -1.591 -0.756 0.032
N 0.704 -0.621 0.011
O -2.769 -0.019 0.073
O -0.520 1.292 -0.021
S 2.273 0.002 -0.098
*
```

Computed properties:
Energy above the lowest of the compared OMol25 structures with the same formula, charge and spin = 135.6 kJ/mol
F_max = 0.0355 Eh/bohr
SMILES string = O=C(NO)NS
E = -19010.51823 eV
HOMO-LUMO gap = 10.59 eV

Mulliken population analysis, charges in e, atoms 1 to 4: C 0.581; H 0.332; H 0.255; H 0.307



Entry 3:
DFT (the ωB97M-V functional and the def2-TZVPD basis) results for C3H5NOS in the gas phase.

```
! RIJCOSX wB97M-V def2-TZVPD def2/J DEFGRID3
* xyz 0 1
C 2.744 0.306 -0.037
C 1.259 0.074 0.301
C -1.704 0.629 0.010
H 3.046 -0.441 -0.865
H 3.318 0.180 0.898
H 2.816 1.337 -0.447
H 0.862 0.703 1.156
H -2.773 0.641 0.131
N 0.614 -0.804 -0.341
O -1.083 1.650 -0.141
S -1.044 -1.002 0.062
*
```

Computed properties:
Energy above the lowest of the compared OMol25 structures with the same formula, charge and spin = 158.2 kJ/mol
F_max = 0.0379 Eh/bohr
SMILES string = C/C=N/SC=O
E = -17563.62761 eV
HOMO-LUMO gap = 10.06 eV

Mulliken population analysis, charges in e, atoms 1 to 4: C -0.872; C 0.278; C 0.065; H 0.263



Entry 4:
DFT (the ωB97M-V functional and the def2-TZVPD basis) results for C17H18ClNO4S2 in the gas phase.

```
! RIJCOSX wB97M-V def2-TZVPD def2/J DEFGRID3
* xyz 0 1
O -0.563 0.625 2.848
C -0.374 0.810 1.659
N -0.661 -0.125 0.723
C -1.125 -1.416 1.213
C -0.302 -2.574 0.679
H -0.249 -3.392 1.389
H 0.695 -2.288 0.359
S -1.238 -3.214 -0.760
O -0.629 -2.772 -1.989
O -1.453 -4.624 -0.608
C -2.788 -2.292 -0.467
C -2.613 -1.710 0.919
H -3.193 -0.796 1.050
H -2.953 -2.435 1.660
H -2.869 -1.542 -1.247
H -3.608 -2.998 -0.533
H -1.011 -1.337 2.302
C -0.563 0.117 -0.706
C -1.809 0.699 -1.302
C -2.243 0.552 -2.584
C -3.443 1.252 -2.846
C -3.907 1.916 -1.760
S -2.884 1.713 -0.390
H -4.788 2.520 -1.666
H -3.937 1.253 -3.801
H -1.724 -0.047 -3.310
H 0.277 0.790 -0.898
H -0.345 -0.822 -1.222
C 0.236 2.132 1.180
O 1.415 1.979 0.421
C 2.541 1.503 1.027
C 2.658 1.173 2.371
C 3.866 0.711 2.869
C 4.965 0.568 2.042
C 4.859 0.885 0.697
C 3.657 1.345 0.197
Cl 3.501 1.733 -1.480
H 5.701 0.774 0.033
H 5.902 0.208 2.435
H 3.940 0.461 3.916
H 1.815 1.263 3.035
H -0.465 2.657 0.527
H 0.414 2.749 2.069
*
```

Computed properties:
Energy above the lowest of the compared OMol25 structures with the same formula, charge and spin = 0.0 kJ/mol
F_max = 0.0147 Eh/bohr
SMILES string = O=C(COc1ccccc1Cl)N(Cc1cccs1)[C@H]1CCS(=O)(=O)C1
E = -61793.67710 eV
HOMO-LUMO gap = 9.32 eV

Mulliken population analysis, charges in e, atoms 1 to 4: O -0.690; C 1.113; N 0.322; C -0.392



What is the energy above the lowest of the compared OMol25 structures with the same formula, charge and spin in the first record?
15.6 kJ/mol



The highest E belongs to which entry?
C3H5NOS



Which formula does entry 4 have?
C17H18ClNO4S2



Look up the E of the third one.
-17563.62761 eV